The following is a quantum chemistry calculation of a 2-piece molecular cluster, C3H8N2 overall, from the OMol25 dataset.

```
13
Properties=species:S:1:pos:R:3:nbo_charge:R:1
H 2.38 1.29 1.56 0.34
N 2.50 0.46 1.00 -0.71
C 1.65 0.50 0.05 0.28
N 1.68 -0.36 -1.02 -0.82
H 0.82 1.21 -0.01 0.14
H 2.40 -1.06 -0.99 0.39
H 0.78 -0.70 -1.33 0.38
C -1.96 0.37 -0.17 -0.40
C -2.14 -0.81 0.39 -0.38
H -2.11 0.58 -1.22 0.20
H -1.60 1.18 0.46 0.19
H -2.37 -1.70 -0.19 0.19
H -2.03 -0.96 1.46 0.20
```

Summary:
SMILES: [H]/N=C/N.C=C
ΔE to the lowest compared entry with this formula, charge and spin (kJ/mol): 197.86
E_LUMO (eV): 1.05
Gap between HOMO and LUMO (eV): 10.478
Energy (eV): -6219.796